A.
26
Properties=species:S:1:pos:R:3:lowdin_charge:R:1 method="wB97M-V/def2-TZVPD" homo_energy_ha=-0.2230 total_charge=-1
B -0.51 0.98 -0.43 -0.43
H -0.19 2.04 -1.02 -0.04
H 0.42 0.58 0.20 -0.04
H -1.43 1.27 0.30 -0.04
H -0.86 0.20 -1.29 -0.06
O 0.46 1.79 2.59 -0.08
H 0.36 1.79 1.65 -0.05
H 1.39 1.47 2.67 0.07
O 2.75 2.63 0.03 -0.06
H 2.73 3.17 0.85 0.05
H 1.93 2.64 -0.42 -0.03
O -2.53 -2.33 -1.76 -0.05
H -2.83 -2.74 -0.93 0.05
H -2.67 -1.42 -1.56 0.02
O 0.22 -2.37 -2.03 -0.10
H 0.09 -1.62 -2.62 0.02
H -0.68 -2.43 -1.72 -0.04
O 2.32 0.35 -2.11 -0.07
H 2.07 0.40 -3.02 0.01
H 1.76 0.88 -1.51 -0.02
O -0.74 -2.64 0.59 -0.04
H 0.08 -2.59 1.06 0.04
H -0.81 -1.72 0.47 -0.02
O -1.13 -0.50 3.19 -0.09
H -1.55 -0.13 3.96 0.01
H -0.66 0.31 2.88 0.00



B.
26
Properties=species:S:1:pos:R:3:lowdin_charge:R:1 method="wB97M-V/def2-TZVPD" homo_energy_ha=-0.2358 total_charge=-1
B 0.20 0.72 -0.42 -0.40
H 0.04 1.59 -1.38 0.01
H 0.80 1.32 0.56 0.00
H -0.95 0.38 -0.04 -0.04
H 0.79 -0.24 -0.81 -0.05
O -1.34 -2.66 0.27 -0.05
H -2.29 -2.94 -0.01 0.10
H -0.98 -1.96 -0.15 -0.08
O -1.83 -0.83 2.47 -0.11
H -1.31 -0.42 1.76 -0.03
H -1.16 -1.55 2.61 0.05
O -2.27 0.29 -2.72 -0.11
H -1.89 0.76 -1.94 -0.01
H -1.57 -0.23 -3.14 0.04
O 2.09 -1.17 1.76 -0.15
H 2.22 -1.84 2.53 0.09
H 1.46 -0.37 1.71 0.05
O -2.74 2.95 0.55 0.00
H -1.95 2.47 0.34 -0.01
H -2.66 3.80 0.33 -0.04
O 2.85 -2.34 -0.69 -0.05
H 2.77 -2.18 -1.54 -0.07
H 2.06 -1.81 -0.32 0.03
O 2.49 2.45 -0.37 -0.17
H 3.15 2.19 -1.15 0.10
H 2.02 1.63 -0.21 -0.11



Which of them is the most stable? Correct choice: A.



A.
19
Properties=species:S:1:pos:R:3:lowdin_charge:R:1 method="wB97M-V/def2-TZVPD" smiles="CC(C)[C@@H](N)C(=O)O" homo_energy_ha=-0.3432 total_charge=0
C 1.12 -0.63 1.20 -0.08
C 0.10 0.45 0.77 -0.35
C 0.82 1.79 0.55 -0.06
C -0.59 0.07 -0.56 -0.29
N 0.29 -0.13 -1.71 0.08
C -1.40 -1.26 -0.54 -0.48
O -1.05 -2.30 -0.03 0.10
O -2.58 -1.12 -1.14 0.10
H 1.80 -0.98 0.42 0.07
H 1.64 -0.39 2.13 0.08
H 0.55 -1.53 1.44 0.06
H -0.64 0.44 1.57 0.14
H 0.53 2.52 1.31 0.07
H 1.88 1.58 0.47 0.07
H 0.58 2.23 -0.42 0.07
H -1.37 0.80 -0.75 0.14
H 1.22 -0.44 -1.49 0.07
H 0.35 0.70 -2.28 0.07
H -3.24 -1.82 -0.91 0.14



B.
19
Properties=species:S:1:pos:R:3:lowdin_charge:R:1 method="wB97M-V/def2-TZVPD" smiles="CNC(=O)CCCO" homo_energy_ha=-0.3549 total_charge=0
C 2.49 0.60 -0.18 -0.08
N 1.45 0.56 -1.20 0.02
C 0.41 -0.34 -1.25 -0.52
O -0.25 -0.43 -2.27 0.05
C 0.01 -0.99 0.03 -0.11
C -0.70 0.05 0.97 -0.16
C -2.10 0.42 0.51 -0.27
O -3.06 -0.58 0.80 -0.06
H 2.42 1.56 0.34 0.08
H 2.35 -0.13 0.60 0.07
H 3.51 0.48 -0.54 0.08
H 1.69 0.95 -2.09 0.14
H -0.76 -1.72 -0.19 0.11
H 0.76 -1.52 0.62 0.11
H -0.09 0.95 1.06 0.11
H -0.79 -0.46 1.92 0.12
H -2.09 0.68 -0.56 0.12
H -2.42 1.29 1.07 0.12
H -2.84 -1.40 0.36 0.08



Which of them is the most stable? Correct choice: A.



A.
19
Properties=species:S:1:pos:R:3:lowdin_charge:R:1 method="wB97M-V/def2-TZVPD" homo_energy_ha=-0.3017 total_charge=0
C 0.39 0.04 2.13 0.10
C -1.02 0.86 -1.25 -0.03
C -0.79 -1.46 -0.26 -0.04
C -0.39 0.58 1.17 -0.37
C -0.40 0.01 -0.16 -0.32
N 2.32 -0.42 -1.12 -0.03
O 1.46 -0.02 -0.13 -0.24
O -0.80 1.89 1.24 0.03
H -0.39 2.31 2.00 0.11
H 2.34 0.24 -1.89 0.08
H 2.15 -1.38 -1.41 0.07
H 0.69 0.61 3.00 0.07
H 0.68 -1.00 2.11 0.06
H -0.63 1.87 -1.20 0.09
H -0.82 0.42 -2.22 0.08
H -2.10 0.93 -1.12 0.10
H -0.28 -2.06 0.49 0.08
H -0.54 -1.84 -1.25 0.08
H -1.87 -1.57 -0.11 0.10



B.
19
Properties=species:S:1:pos:R:3:lowdin_charge:R:1 method="wB97M-V/def2-TZVPD" smiles="C=C(N)CCC=O.O" homo_energy_ha=-0.3062 total_charge=0
C 1.46 1.74 1.62 0.02
C 0.58 1.41 0.67 -0.44
N -0.65 2.03 0.57 0.09
C 0.77 0.36 -0.37 -0.13
C 1.27 -1.00 0.20 -0.13
C 0.45 -2.18 -0.27 -0.25
O -0.73 -2.22 -0.45 0.06
H 1.38 2.59 2.25 0.05
H 2.44 1.27 1.57 0.06
H -0.81 2.87 1.11 0.10
H -1.00 2.17 -0.37 0.09
H 1.56 0.72 -1.02 0.12
H -0.05 0.12 -1.02 0.08
H 1.31 -1.04 1.28 0.12
H 2.28 -1.20 -0.12 0.11
H 1.01 -3.08 -0.54 0.12
O -2.53 -0.24 -1.64 -0.08
H -1.74 -0.47 -1.12 -0.02
H -3.16 -0.88 -1.29 0.04



C.
19
Properties=species:S:1:pos:R:3:lowdin_charge:R:1 method="wB97M-V/def2-TZVPD" smiles="CCCNCC(=O)O" homo_energy_ha=-0.3345 total_charge=0
C 0.90 1.59 1.22 -0.10
C -0.25 0.60 1.65 -0.25
C -1.44 0.73 0.69 -0.21
N -1.74 -0.38 -0.22 -0.04
C -0.82 -0.74 -1.28 -0.13
C 0.63 -0.83 -0.80 -0.45
O 1.10 -1.30 0.22 0.07
O 1.49 -0.08 -1.66 0.02
H 0.91 1.40 0.10 0.06
H 1.79 1.46 1.83 0.07
H 0.63 2.67 1.31 0.08
H -0.46 0.80 2.76 0.12
H -0.05 -0.43 1.65 0.06
H -2.41 0.91 1.34 0.14
H -1.30 1.68 0.10 0.12
H -2.03 -1.16 0.11 0.03
H -1.12 -1.76 -1.62 0.14
H -0.88 -0.02 -2.22 0.16
H 2.34 0.03 -1.18 0.12



D.
19
Properties=species:S:1:pos:R:3:lowdin_charge:R:1 method="wB97M-V/def2-TZVPD" smiles="C=CCO.CNC=O" homo_energy_ha=-0.3522 total_charge=0
C -1.25 1.38 1.45 0.01
C -1.69 0.21 0.97 -0.18
C -2.76 0.15 -0.06 -0.23
O -2.20 -0.70 -1.18 -0.11
H -0.53 1.46 2.25 0.05
H -1.69 2.28 1.02 0.06
H -1.37 -0.80 1.28 0.11
H -3.70 -0.31 0.27 0.12
H -2.97 1.18 -0.42 0.11
H -2.95 -1.06 -1.66 0.06
C 2.85 0.41 0.14 -0.09
N 1.96 -0.21 -0.87 -0.05
C 1.96 -1.60 -0.96 -0.36
O 2.66 -2.38 -0.31 -0.02
H 2.89 -0.27 0.99 0.07
H 2.43 1.36 0.47 0.07
H 3.88 0.56 -0.26 0.09
H 1.16 0.32 -1.34 0.15
H 1.30 -1.98 -1.78 0.13



Which of them is the most stable? Correct choice: B.



A.
19
Properties=species:S:1:pos:R:3:lowdin_charge:R:1 method="wB97M-V/def2-TZVPD" smiles="C=CCC.NOC=O" homo_energy_ha=-0.3414 total_charge=0
C -1.31 -0.97 -0.69 -0.02
C -0.83 -0.87 0.56 -0.15
C -0.65 0.52 1.44 -0.23
C -0.96 1.83 0.74 -0.12
H -1.01 -0.28 -1.46 0.05
H -1.95 -1.81 -0.96 0.05
H -1.14 -1.65 1.25 0.08
H -1.36 0.37 2.25 0.09
H 0.32 0.56 1.96 0.09
H -0.14 2.15 0.10 0.04
H -1.06 2.63 1.48 0.07
H -1.87 1.78 0.15 0.08
N 2.17 -1.79 -0.77 0.09
O 1.62 -0.57 -0.15 -0.19
C 1.60 0.52 -1.07 -0.29
O 1.39 0.38 -2.25 0.06
H 1.65 -2.52 -0.28 0.08
H 1.76 -1.76 -1.72 0.07
H 1.77 1.48 -0.57 0.14



B.
19
Properties=species:S:1:pos:R:3:lowdin_charge:R:1 method="wB97M-V/def2-TZVPD" smiles="C=[N+]([O-])O.C=C(C)C" homo_energy_ha=-0.3310 total_charge=0
C -1.35 0.67 -1.42 0.09
N -1.55 1.68 -2.24 -0.36
O -1.21 1.84 -3.47 -0.06
O -2.35 2.75 -1.80 0.03
H -1.82 0.46 -0.55 0.04
H -0.73 -0.11 -2.00 0.14
H -2.86 3.10 -2.56 0.12
C 0.62 0.63 1.30 0.03
C 0.96 -0.70 1.08 -0.41
C -0.16 -1.82 1.20 -0.04
C 2.32 -1.14 1.01 -0.10
H -0.33 1.03 1.29 0.01
H 1.42 1.41 1.46 0.08
H 0.12 -2.59 0.49 0.06
H 0.01 -2.26 2.19 0.08
H -1.04 -1.35 0.83 0.04
H 2.51 -1.65 0.09 0.08
H 2.52 -1.76 1.84 0.07
H 2.90 -0.21 1.27 0.10



C.
19
Properties=species:S:1:pos:R:3:lowdin_charge:R:1 method="wB97M-V/def2-TZVPD" homo_energy_ha=-0.3764 total_charge=0
C 2.57 -0.16 0.27 -0.13
C 1.16 -0.63 0.14 -0.29
C 0.37 0.69 -0.20 -0.12
C -1.14 0.41 -0.50 -0.33
C -1.77 -0.65 0.06 -0.48
H 2.73 0.61 1.22 0.13
H 3.14 -1.36 0.76 0.18
H 3.06 0.21 -0.40 -0.06
H 1.13 -1.40 -0.77 0.14
H 0.48 -1.29 0.94 0.18
H 0.82 1.33 -0.80 0.06
H 0.19 1.54 0.74 0.19
H -1.24 0.32 -1.44 0.09
H -2.83 1.54 -0.37 0.04
H -1.75 1.45 1.03 0.12
H -1.17 -1.64 -1.28 0.01
N -1.92 1.68 -0.03 0.07
O -1.50 -1.91 -0.51 0.12
O -2.33 -0.76 1.16 0.10



D.
19
Properties=species:S:1:pos:R:3:lowdin_charge:R:1 method="wB97M-V/def2-TZVPD" smiles="CC(=O)N(O)C(C)C" homo_energy_ha=-0.3469 total_charge=0
C -1.20 2.43 -0.72 0.00
C -0.20 1.57 0.01 -0.46
O 0.71 2.09 0.65 0.06
N -0.43 0.19 -0.06 -0.10
O -1.79 -0.21 -0.10 0.00
C 0.46 -0.74 0.61 -0.36
C 1.89 -0.65 -0.09 -0.04
C -0.05 -2.18 0.63 -0.06
H -0.66 3.16 -1.33 0.09
H -1.87 1.87 -1.37 0.07
H -1.81 2.97 0.02 0.09
H -1.89 -0.49 -1.02 0.12
H 0.62 -0.39 1.64 0.14
H 1.83 -1.06 -1.10 0.07
H 2.60 -1.24 0.48 0.07
H 2.33 0.35 -0.17 0.06
H 0.70 -2.85 1.08 0.08
H -0.97 -2.27 1.21 0.08
H -0.26 -2.54 -0.38 0.08



Which of them is the most stable? Correct choice: D.



A.
19
Properties=species:S:1:pos:R:3:lowdin_charge:R:1 method="wB97M-V/def2-TZVPD" homo_energy_ha="-0.3682 / -0.3682" total_charge=0
C -0.79 0.11 2.44 -0.29
C 0.02 1.06 -1.16 -0.01
C 1.61 0.02 0.67 -0.02
C -0.30 -1.30 -0.34 -0.08
C 0.11 0.07 0.06 -0.59
N -0.79 0.43 1.10 0.16
O 0.21 -0.35 2.97 0.02
O -2.71 0.19 0.29 -0.08
H -1.63 0.38 3.10 0.14
H -0.67 0.56 -1.85 0.08
H -0.31 2.01 -0.90 0.06
H 0.94 0.97 -1.69 0.07
H 2.32 -0.19 -0.21 0.11
H 1.74 -0.65 1.56 0.08
H 1.94 1.02 1.05 0.09
H 0.18 -1.69 -1.23 0.08
H -0.19 -2.12 0.41 0.10
H -1.40 -1.36 -0.58 0.08
H -2.73 0.73 -0.49 0.00



B.
19
Properties=species:S:1:pos:R:3:lowdin_charge:R:1 method="wB97M-V/def2-TZVPD" smiles="C=CCCNC=O.O" homo_energy_ha=-0.3375 total_charge=0
C -1.42 -1.50 -1.19 -0.01
C -0.29 -0.90 -1.66 -0.25
C 0.28 0.42 -1.35 -0.18
C 1.82 0.15 -1.00 -0.26
N 1.92 -0.21 0.34 -0.01
C 2.95 0.24 1.14 -0.31
O 2.74 -0.10 2.28 0.00
H -2.33 -0.96 -0.79 0.07
H -1.70 -2.52 -1.40 0.04
H 0.17 -1.72 -2.26 0.11
H 0.12 0.89 -2.49 0.17
H -0.11 1.06 -0.63 0.08
H 2.46 1.08 -1.17 0.12
H 2.11 -0.55 -1.86 0.12
H 1.06 -0.51 0.82 0.16
H 3.81 0.80 0.75 0.14
O -4.35 1.52 3.21 -0.01
H -4.95 0.81 3.25 0.01
H -4.31 1.99 4.00 0.00



Which of them is the most stable? Correct choice: B.



A.
19
Properties=species:S:1:pos:R:3:lowdin_charge:R:1 method="wB97M-V/def2-TZVPD" smiles="[H]/N=C/C.CC(=O)CO" homo_energy_ha=-0.3588 total_charge=0
H 1.90 -2.17 0.97 0.05
N 2.29 -1.65 0.18 0.09
C 1.89 -0.47 0.07 -0.33
C 2.37 0.40 -1.04 -0.09
H 1.19 0.04 0.76 0.10
H 2.91 1.25 -0.63 0.08
H 3.02 -0.16 -1.70 0.07
H 1.52 0.79 -1.60 0.06
C -1.40 1.15 1.21 -0.02
C -1.18 0.75 -0.22 -0.45
O -0.72 1.49 -1.06 0.07
C -1.59 -0.67 -0.59 -0.20
O -1.89 -1.52 0.49 -0.06
H -2.47 1.27 1.38 0.09
H -0.91 2.10 1.41 0.09
H -1.04 0.37 1.88 0.08
H -2.43 -0.60 -1.29 0.14
H -0.77 -1.14 -1.13 0.13
H -2.70 -1.22 0.92 0.09



B.
19
Properties=species:S:1:pos:R:3:lowdin_charge:R:1 method="wB97M-V/def2-TZVPD" homo_energy_ha="-0.2956 / -0.3019" total_charge=0
C 0.73 0.95 -1.55 -0.09
C -1.33 -1.64 2.15 -0.24
C 1.67 1.96 -0.97 -0.15
N 0.45 -0.17 0.50 0.02
C -0.30 -0.45 -0.52 -0.26
C -1.01 -1.20 -1.32 0.07
O -0.26 -1.81 1.28 -0.24
O 0.09 0.90 1.29 0.02
H 0.80 0.90 1.95 0.14
H -0.19 1.38 -1.94 0.08
H 1.20 0.28 -2.27 0.08
H -1.19 -2.23 3.07 0.07
H -1.47 -0.59 2.47 0.07
H -2.30 -1.95 1.70 0.07
H -1.17 -0.93 -2.36 0.07
H -1.43 -2.12 -0.94 0.07
H 1.19 2.57 -0.21 0.06
H 2.56 1.49 -0.56 0.07
H 1.99 2.65 -1.76 0.08



Which of them is the most stable? Correct choice: A.



A.
19
Properties=species:S:1:pos:R:3:lowdin_charge:R:1 method="wB97M-V/def2-TZVPD" smiles="C=C(N)CCC=O.O" homo_energy_ha=-0.3119 total_charge=0
C 0.12 -1.45 0.54 0.02
C 0.06 -0.17 0.22 -0.45
N 1.05 0.51 -0.49 0.08
C -1.11 0.74 0.62 -0.15
C -1.82 0.49 2.04 -0.12
C -0.78 0.06 3.08 -0.27
O -1.08 -0.21 4.21 0.06
H 0.97 -2.02 0.13 0.07
H -0.60 -2.12 0.91 0.05
H 1.65 -0.15 -0.97 0.09
H 0.76 1.27 -1.08 0.09
H -1.85 0.74 -0.17 0.10
H -0.80 1.79 0.68 0.10
H -2.65 -0.23 1.89 0.12
H -2.28 1.48 2.17 0.11
H 0.23 0.06 2.69 0.11
O 2.96 -0.46 -5.26 -0.06
H 2.46 -0.78 -6.01 0.03
H 2.70 0.46 -5.19 0.03



B.
19
Properties=species:S:1:pos:R:3:lowdin_charge:R:1 method="wB97M-V/def2-TZVPD" smiles="COC(C)=O.C=NC" homo_energy_ha=-0.2907 total_charge=0
C -1.72 0.41 -0.07 -0.08
O -0.86 1.42 -0.54 -0.08
C 0.55 1.38 -0.27 -0.45
C 1.11 2.72 -0.64 0.01
O 1.12 0.66 0.51 0.10
H -2.51 0.30 -0.82 0.10
H -1.21 -0.54 0.12 0.03
H -2.17 0.67 0.90 0.10
H 1.18 3.33 0.26 0.09
H 2.14 2.63 -0.97 0.09
H 0.49 3.24 -1.36 0.08
C 0.49 -2.06 -1.06 -0.08
N 0.26 -2.37 0.13 -0.07
C -0.07 -1.99 1.45 -0.16
H 0.27 -2.79 -1.82 0.05
H 1.30 -1.39 -1.34 0.06
H 0.18 -0.95 1.68 0.05
H 0.56 -2.52 2.16 0.09
H -1.12 -2.17 1.68 0.08



C.
19
Properties=species:S:1:pos:R:3:lowdin_charge:R:1 method="wB97M-V/def2-TZVPD" homo_energy_ha=-0.3171 total_charge=0
C 0.47 -0.25 -0.91 -0.33
C 0.08 0.02 0.43 0.04
C -0.88 -2.21 2.15 -0.15
C -0.62 2.25 -1.27 -0.06
C 0.58 1.51 -0.78 -0.39
O -1.25 -1.63 0.90 -0.19
O 1.64 -1.00 -1.06 0.00
N 1.70 2.11 -0.68 0.16
H 1.78 -1.20 -1.99 0.10
H -0.32 -0.42 -1.64 0.15
H 2.45 1.45 -0.45 0.06
H -1.33 -0.61 0.97 0.05
H 0.85 -0.20 1.16 0.08
H -1.62 -2.97 2.40 0.08
H -0.83 -1.47 2.95 0.08
H 0.10 -2.69 2.05 0.08
H -1.51 1.95 -0.71 0.08
H -0.48 3.32 -1.17 0.08
H -0.81 2.02 -2.32 0.08



Which of them is the most stable? Correct choice: A.



A.
19
Properties=species:S:1:pos:R:3:lowdin_charge:R:1 method="wB97M-V/def2-TZVPD" homo_energy_ha=-0.2639 total_charge=0
C 2.12 0.57 0.18 0.01
O 3.40 0.02 -0.07 0.08
C 1.25 -0.23 1.01 -0.15
C -0.22 -0.35 0.44 -0.18
C -0.20 -0.09 -1.09 -0.20
C -1.54 -0.53 -1.71 -0.27
N -2.69 -0.22 -1.31 0.13
O -2.66 0.38 1.37 -0.39
H 2.22 1.63 0.43 0.15
H -3.32 0.90 1.83 -0.08
H 3.76 0.84 0.33 0.12
H 1.25 -0.10 2.09 0.14
H 1.63 -1.29 0.96 0.14
H -0.77 -1.28 0.65 0.12
H -0.85 0.47 0.81 0.07
H 0.66 -0.62 -1.55 0.10
H -0.03 0.95 -1.42 0.12
H -2.70 0.08 -0.31 0.00
H -1.34 -1.11 -2.63 0.10



B.
19
Properties=species:S:1:pos:R:3:lowdin_charge:R:1 method="wB97M-V/def2-TZVPD" homo_energy_ha=-0.2580 total_charge=0
C -0.10 -0.53 0.20 -0.49
C -0.59 -0.83 1.59 -0.10
C 0.75 -1.62 -0.40 -0.08
C 0.79 1.46 -1.00 -0.35
N -1.30 -0.33 -0.70 0.15
C 0.66 1.45 0.29 0.02
O 0.46 1.27 -2.14 0.06
O 1.35 3.17 -0.21 -0.23
H -0.93 0.07 -1.63 0.15
H 0.58 3.75 -0.30 0.00
H -1.88 0.41 -0.31 0.15
H -1.89 -1.17 -0.83 0.15
H 1.21 1.33 1.19 0.08
H -1.19 -0.02 2.00 0.08
H 1.65 -1.75 0.20 0.09
H -1.17 -1.77 1.66 0.08
H 0.27 -0.95 2.26 0.08
H 0.24 -2.59 -0.46 0.08
H 1.08 -1.36 -1.42 0.08



C.
19
Properties=species:S:1:pos:R:3:lowdin_charge:R:1 method="wB97M-V/def2-TZVPD" smiles="C=C[C@@H](C)C=O.NO" homo_energy_ha=-0.3490 total_charge=0
C -0.18 -1.82 -2.42 0.02
C -0.27 -0.56 -2.04 -0.16
C 0.06 -0.07 -0.65 -0.36
C 0.78 1.27 -0.68 -0.05
C -1.26 0.02 0.09 -0.26
O -1.78 1.04 0.47 0.04
H 0.14 -2.60 -1.74 0.06
H -0.40 -2.13 -3.43 0.05
H -0.61 0.20 -2.72 0.11
H 0.66 -0.82 -0.13 0.14
H 1.02 1.59 0.33 0.07
H 1.71 1.19 -1.25 0.08
H 0.15 2.03 -1.14 0.08
H -1.76 -0.96 0.20 0.13
N 0.93 0.07 3.13 -0.03
O -0.27 -0.11 2.41 -0.18
H 0.72 -0.02 4.13 0.07
H 1.29 1.01 2.95 0.07
H -0.93 0.64 2.50 0.10



Which of them is the most stable? Correct choice: C.



A.
19
Properties=species:S:1:pos:R:3:lowdin_charge:R:1 method="wB97M-V/def2-TZVPD" homo_energy_ha=-0.3052 total_charge=0
H -0.11 0.08 2.98 0.07
N -0.39 0.44 2.06 0.18
C 0.47 0.13 1.19 -0.47
C 1.84 -0.44 1.35 -0.01
O 0.17 0.53 -0.14 -0.23
C -0.01 1.88 -0.61 -0.05
H 1.77 -1.44 1.78 0.08
H 2.36 -0.51 0.40 0.09
H 2.41 0.18 2.05 0.09
H 0.54 2.63 -0.05 0.09
H -1.07 2.13 -0.61 0.09
H 0.39 1.84 -1.62 0.09
C -1.32 -0.78 -2.26 -0.02
C -1.32 -0.64 -0.92 -0.16
O -0.84 -1.80 0.09 -0.13
H -0.43 -1.05 -2.81 0.05
H -2.25 -0.69 -2.80 0.05
H -2.21 -0.30 -0.41 0.11
H 0.01 -2.19 0.33 0.05



B.
19
Properties=species:S:1:pos:R:3:lowdin_charge:R:1 method="wB97M-V/def2-TZVPD" smiles="CCCNCC(=O)O" homo_energy_ha=-0.3276 total_charge=0
C 0.05 -2.40 1.89 -0.11
C 0.79 -1.13 1.42 -0.26
C -0.05 -0.22 0.52 -0.24
N 0.80 0.64 -0.28 -0.07
C 0.35 0.98 -1.60 -0.15
C -0.72 2.05 -1.66 -0.51
O -1.07 2.71 -0.72 0.11
O -1.23 2.25 -2.90 0.09
H 0.21 -3.23 1.21 0.07
H -1.02 -2.15 1.91 0.06
H 0.16 -2.55 2.96 0.07
H 1.65 -1.45 0.83 0.09
H 1.25 -0.57 2.24 0.10
H -0.64 -0.88 -0.11 0.12
H -0.71 0.39 1.14 0.12
H 1.09 1.46 0.25 0.12
H 1.19 1.41 -2.15 0.13
H 0.03 0.10 -2.16 0.13
H -2.13 2.59 -2.79 0.13



Which of them is the most stable? Correct choice: B.